15
Properties=species:S:1:pos:R:3 method="wB97M-V/def2-TZVPD" relative_energy_ev=6.209 e_lumo_ev="-0.830 / -0.824" gap_ev="6.85 / 6.86" homo_ha="-0.2822 / -0.2823"
C 2.462 0.401 0.793
C 1.396 0.210 -0.029
C -2.014 0.250 -0.935
C -0.772 -0.706 -0.804
N -0.323 -0.483 1.985
N 0.201 -0.294 0.211
O 0.379 0.150 2.667
H 3.335 0.810 0.453
H 2.242 0.192 1.856
H 1.610 0.517 -1.133
H -2.331 0.358 0.008
H -1.709 1.201 -1.329
H -2.869 -0.083 -1.597
H -1.244 -1.706 -0.423
H -0.364 -0.818 -1.724

---

12
Properties=species:S:1:pos:R:3 method="wB97M-V/def2-TZVPD" relative_energy_ev=0.887 e_lumo_ev=0.868 gap_ev=10.37 homo_ha=-0.3490
C -0.825 -2.017 -0.785
C -0.188 -0.845 -0.216
Cl -0.539 -0.625 1.481
C 0.548 0.158 -0.699
C 0.871 1.484 -0.122
F 0.813 2.425 -1.163
H -0.526 -3.088 -0.520
H -0.750 -2.065 -1.909
H -1.872 -1.932 -0.626
H 0.436 0.069 -1.736
H 0.177 1.730 0.654
H 1.939 1.410 0.359

---

21
Properties=species:S:1:pos:R:3 method="wB97M-V/def2-TZVPD" total_charge=+1 relative_energy_ev=2.985 e_lumo_ev=-4.282 gap_ev=8.63 homo_ha=-0.4745
C 2.276 -0.675 1.034
N 1.602 -0.019 -0.189
C 0.597 -1.139 -0.567
C -0.656 -0.748 -0.344
C -1.971 -1.378 -0.441
N -2.997 -0.782 0.012
C -2.857 0.468 0.770
N -1.837 1.195 0.708
C -0.768 0.737 0.010
C -0.048 1.683 -1.061
C 0.854 1.252 0.007
H 1.836 -0.240 2.011
H 1.938 -1.834 1.030
H 3.413 -0.610 1.008
H 2.245 0.029 -1.104
H 1.137 -2.027 -0.872
H -2.050 -2.405 -0.908
H -3.733 0.711 1.363
H -0.219 2.740 -1.160
H 0.009 1.221 -2.112
H 1.228 1.821 0.805

---

16
Properties=species:S:1:pos:R:3 method="wB97M-V/def2-TZVPD" total_charge=+1 relative_energy_ev=5.184 e_lumo_ev=-6.251 gap_ev=7.07 homo_ha=-0.4894
C 1.781 1.051 0.364
C -0.804 -0.639 -1.556
C -0.184 -0.199 1.771
C -0.993 0.493 -0.534
N -0.075 0.570 0.565
S 2.369 1.082 -1.163
H 2.115 1.452 1.352
H 0.065 -0.363 -2.102
H -0.879 -1.659 -1.149
H -1.642 -0.508 -2.261
H -0.339 -1.323 1.610
H -1.186 0.220 2.305
H 0.601 -0.037 2.422
H -1.948 0.480 -0.070
H -1.087 1.483 -1.097
H 3.628 1.703 -0.815